53
Properties=species:S:1:pos:R:3 method="wB97M-V/def2-TZVPD" homo_energy_ha=-0.4053 total_charge=+1 spin_multiplicity=1 total_energy_ev=-29836.8195 homo_lumo_gap_ev=8.96
C -5.626 -1.622 -0.480
C -5.640 -0.194 0.072
C -4.244 0.352 0.149
C -3.694 1.058 -0.911
C -2.391 1.528 -0.871
C -1.616 1.291 0.253
O -0.298 1.676 0.399
C 0.311 2.419 -0.638
C 1.730 2.768 -0.182
O 2.459 1.603 0.177
C 2.470 1.319 1.571
C 2.990 -0.113 1.787
O 4.247 -0.314 1.185
C 2.015 -1.163 1.238
N 1.740 -0.983 -0.207
C 2.799 -1.575 -1.057
C 2.707 -1.006 -2.483
O 2.442 0.373 -2.451
C 0.363 -1.382 -0.585
C 0.024 -2.853 -0.348
O -0.024 -3.092 1.040
C -2.154 0.582 1.326
C -3.453 0.121 1.269
H -6.638 -2.014 -0.534
H -5.194 -1.640 -1.478
H -5.038 -2.273 0.163
H -6.090 -0.198 1.065
H -6.249 0.436 -0.578
H -4.292 1.254 -1.788
H -2.003 2.078 -1.713
H 0.360 1.821 -1.559
H -0.238 3.345 -0.838
H 1.697 3.462 0.662
H 2.263 3.237 -1.012
H 3.129 2.034 2.081
H 1.463 1.408 1.991
H 3.056 -0.279 2.873
H 4.898 0.283 1.571
H 1.074 -1.088 1.782
H 2.423 -2.161 1.403
H 1.825 0.055 -0.379
H 2.717 -2.661 -1.069
H 3.754 -1.295 -0.609
H 1.881 -1.458 -3.039
H 3.633 -1.234 -3.019
H 3.236 0.854 -2.192
H 0.215 -1.143 -1.638
H -0.333 -0.786 0.009
H -0.955 -3.032 -0.809
H 0.752 -3.518 -0.831
H -0.434 -3.945 1.212
H -1.545 0.416 2.202
H -3.860 -0.419 2.110

---

19
Properties=species:S:1:pos:R:3 method="wB97M-V/def2-TZVPD" homo_energy_ha=-0.3160 spin_multiplicity=1 total_energy_ev=-17630.5064 homo_lumo_gap_ev=9.28
C 1.041 0.685 -0.403
C -0.306 0.128 -0.083
C 1.146 1.858 -1.374
C -1.073 0.928 1.006
C -0.910 -2.448 0.778
N 1.836 -0.441 -1.004
N 0.216 -1.614 0.435
P 1.417 -1.930 -0.609
H 1.481 0.849 0.530
H -0.995 -0.044 -0.890
H 0.962 2.886 -0.891
H 0.491 1.700 -2.234
H 2.201 1.882 -1.797
H -2.031 0.511 1.244
H -1.205 1.885 0.572
H -0.529 1.061 1.969
H -1.602 -2.530 -0.064
H -0.709 -3.439 1.113
H -1.431 -1.924 1.704

---

18
Properties=species:S:1:pos:R:3 method="wB97M-V/def2-TZVPD" homo_energy_ha=-0.4080 spin_multiplicity=1 total_energy_ev=-12479.6130 homo_lumo_gap_ev=11.18
O -3.433 2.134 -0.974
H -3.206 1.217 -1.129
H -3.631 2.091 -0.040
O -0.536 2.417 -2.148
H -1.455 2.368 -2.453
H -0.818 2.340 -1.217
O 2.252 -3.600 0.815
H 2.720 -2.778 0.666
H 2.761 -4.146 1.416
O 2.364 1.540 -2.423
H 2.709 1.268 -3.270
H 1.409 1.641 -2.422
O 0.928 -2.343 5.136
H 0.523 -3.149 4.797
H 0.409 -1.664 4.696
O -1.518 -0.023 -0.384
H -0.771 -0.045 -0.995
H -1.232 -0.645 0.293

---

45
Properties=species:S:1:pos:R:3 method="wB97M-V/def2-TZVPD" homo_energy_ha=-0.3548 spin_multiplicity=1 total_energy_ev=-30612.4071 homo_lumo_gap_ev=10.30
C 2.345 4.476 -2.568
C 1.295 4.004 -3.563
O 0.153 3.502 -2.860
C 0.066 2.193 -2.684
O 0.776 1.367 -3.196
C -1.139 1.847 -1.804
N -0.716 0.950 -0.754
C 0.481 1.093 -0.171
O 1.259 1.983 -0.468
C 0.833 0.029 0.876
C 2.231 -0.516 0.530
C 2.118 -1.123 -0.863
N 2.654 -0.388 -1.852
O 1.557 -2.188 -1.046
N -0.133 -1.041 0.925
C -0.878 -1.263 2.045
O -0.976 -0.467 2.948
O -1.499 -2.444 1.939
C -2.400 -2.900 2.979
C -2.879 -4.264 2.480
C -3.578 -1.936 3.120
C -1.649 -3.046 4.302
H 2.560 3.675 -1.865
H 3.254 4.755 -3.093
H 1.975 5.331 -2.009
H 0.929 4.827 -4.181
H 1.691 3.207 -4.201
H -1.551 2.775 -1.395
H -1.888 1.347 -2.421
H -1.299 0.175 -0.475
H 0.840 0.517 1.860
H 2.508 -1.289 1.248
H 2.955 0.295 0.555
H 2.861 0.585 -1.696
H 2.425 -0.643 -2.802
H 0.048 -1.827 0.306
H -2.029 -4.928 2.343
H -3.387 -4.155 1.525
H -3.563 -4.704 3.199
H -4.081 -1.816 2.163
H -4.286 -2.328 3.844
H -3.228 -0.964 3.459
H -0.791 -3.703 4.173
H -1.302 -2.076 4.645
H -2.309 -3.472 5.052

---

74
Properties=species:S:1:pos:R:3 method="wB97M-V/def2-TZVPD" homo_energy_ha=-0.3663 total_charge=+1 spin_multiplicity=1 total_energy_ev=-50330.2351 homo_lumo_gap_ev=4.89
C -0.065 -3.613 -0.357
C 0.345 -3.086 -1.587
C 1.234 -2.005 -1.627
C 1.737 -1.468 -0.436
Si 2.923 -0.043 -0.459
C 3.354 0.401 -2.209
C 3.076 1.697 -2.668
C 3.370 2.054 -3.987
C 3.962 1.124 -4.851
C 4.257 -0.166 -4.395
C 3.952 -0.528 -3.076
C 2.199 1.392 0.461
C 0.805 1.544 0.467
C 0.222 2.651 1.092
C 1.030 3.600 1.730
C 2.421 3.438 1.746
C 3.008 2.328 1.120
C 4.456 -0.570 0.483
C 5.241 -1.733 -0.153
C 5.836 -2.469 1.061
C 4.945 -2.089 2.257
N 4.065 -1.015 1.799
C 1.370 -2.034 0.792
C 0.437 -3.080 0.839
H -0.773 -4.443 -0.331
H -0.025 -3.507 -2.524
H 1.543 -1.582 -2.585
H 2.633 2.424 -1.981
H 3.141 3.063 -4.336
H 4.200 1.406 -5.879
H 4.728 -0.898 -5.056
H 4.184 -1.540 -2.726
H 0.177 0.794 -0.022
H -0.863 2.770 1.074
H 0.576 4.468 2.217
H 3.059 4.176 2.241
H 4.094 2.201 1.142
H 5.076 0.350 0.516
H 4.556 -2.416 -0.680
H 5.972 -1.363 -0.881
H 5.853 -3.551 0.906
H 6.855 -2.114 1.241
H 4.351 -2.961 2.567
H 5.524 -1.748 3.126
H 3.844 -0.283 2.470
H 1.850 -1.673 1.707
H 0.117 -3.476 1.805
C 2.134 5.881 7.638
C 2.315 5.541 6.290
C 2.036 4.246 5.854
C 1.572 3.254 6.761
C 1.315 1.901 6.343
O 0.845 1.114 7.349
C 0.553 -0.216 7.108
C 0.702 -0.763 5.815
C 0.291 -2.115 5.647
C -0.190 -2.850 6.719
C -0.300 -2.266 7.995
C 0.060 -0.937 8.193
C 1.226 0.066 4.797
C 1.491 1.403 5.060
C 1.380 3.624 8.111
C 1.664 4.915 8.541
H 2.354 6.892 7.983
H 2.677 6.284 5.575
H 2.174 3.970 4.805
H 0.361 -2.532 4.640
H -0.489 -3.888 6.576
H -0.666 -2.860 8.836
H -0.033 -0.454 9.164
H 1.346 -0.325 3.785
H 1.835 2.082 4.285
H 1.013 2.889 8.826
H 1.514 5.156 9.592

---

9
Properties=species:S:1:pos:R:3 method="wB97M-V/def2-TZVPD" homo_energy_ha="-0.3147 / -0.2702" spin_multiplicity=1 total_energy_ev=-24842.0536 homo_lumo_gap_ev="7.72 / 5.44"
C -1.324 -0.203 0.711
C 1.081 -0.150 -0.641
C -0.201 0.228 -0.101
S -1.399 1.402 -0.098
S 2.609 0.641 0.226
H -1.937 -1.028 0.367
H -1.341 0.091 1.797
H 1.349 -1.272 -0.707
H 1.163 0.290 -1.554